45
Properties=species:S:1:pos:R:3:forces:R:3:mulliken_charge:R:1 method="wB97M-V/def2-TZVPD" relative_energy_kj_mol=185.3 homo_lumo_gap_ev=5.749 molar_mass_g_mol=346.16 total_charge=+2
Y -15.17582 32.00139 3.87261 6.4 -1.2 -2.1 1.784
C -10.69519 31.23301 3.63135 -0.2 -0.8 -0.2 -1.329
C -11.66958 32.02202 2.77148 1.5 0.5 -1.1 1.517
C -11.50291 31.62528 1.30435 -0.2 0.3 -0.3 -0.216
O -12.99948 32.02447 3.17142 -3.9 -0.2 1.8 -0.271
H -10.97401 31.19535 4.68498 0.1 0.2 0.1 0.119
H -9.69141 31.63604 3.50966 0.0 0.2 0.2 0.448
H -10.60807 30.20611 3.25609 -0.2 -0.1 0.2 0.220
H -11.25874 33.04263 2.74457 -0.4 0.2 0.5 -0.833
H -11.98957 32.36832 0.66972 -0.2 -0.2 -0.1 0.272
H -11.91622 30.64489 1.06682 -0.1 0.0 0.0 -0.647
H -10.45763 31.61748 0.98823 0.1 0.0 0.3 0.467
O -10.89021 28.15500 -0.20385 -0.3 -0.5 0.5 -0.576
H -11.02084 27.36601 -0.74999 0.1 0.1 0.0 0.287
H -10.28875 27.86586 0.49709 0.0 0.1 -0.2 0.291
O -13.01616 33.06358 -1.97346 0.2 -0.1 0.3 -0.628
H -12.52286 33.70687 -1.45322 0.0 0.1 -0.2 0.289
H -12.33704 32.46316 -2.31112 -0.2 0.0 0.0 0.338
O -10.60531 35.45902 2.10848 0.0 -0.3 0.1 -0.621
H -9.87450 35.08795 2.62451 0.0 0.3 -0.1 0.345
H -11.36781 34.91501 2.32704 0.1 0.0 -0.1 0.325
O -14.32678 34.22022 3.89356 -0.6 0.4 -0.1 -0.516
H -14.52647 34.97478 3.30786 -0.1 -0.1 0.3 0.392
H -13.36911 34.26798 4.06434 -0.2 -0.3 -0.2 0.289
O -12.80150 28.40156 2.37974 -0.9 0.6 -0.2 -0.754
H -12.34190 29.17774 2.02163 0.2 -0.3 0.0 0.222
H -13.04048 27.88202 1.59494 0.3 -0.1 0.1 0.361
O -8.36142 34.37178 0.22948 -0.1 -0.2 0.0 -0.606
H -8.58885 34.69013 -0.65176 0.1 0.0 0.1 0.320
H -9.20727 34.21274 0.66021 0.0 0.2 -0.2 0.305
O -14.03430 30.04948 4.95671 -1.0 0.4 0.8 -0.468
H -14.47731 29.56875 5.67916 0.3 -0.1 -0.2 0.310
H -13.08768 29.84434 5.05652 -0.1 0.3 -0.3 0.302
O -13.39756 29.68048 -1.45899 -0.2 -0.2 0.3 -0.634
H -13.17437 29.16616 -2.24348 -0.1 0.1 0.0 0.323
H -12.68010 29.51519 -0.83774 0.1 0.0 -0.3 0.280
O -15.01353 30.23249 2.32800 -1.0 -0.3 0.3 -0.484
H -15.74459 29.85493 1.80467 0.3 0.1 -0.1 0.321
H -14.34384 29.48288 2.43918 0.0 0.6 0.0 0.435
O -10.54389 33.67732 6.59688 -0.2 -0.1 -0.1 -0.582
H -10.72918 32.74732 6.42869 0.1 0.1 0.0 0.306
H -11.05057 34.16663 5.94181 0.1 0.1 0.0 0.283
O -10.17917 30.22400 -1.88531 -0.3 0.1 0.2 -0.596
H -10.38524 29.76148 -2.70497 0.1 0.1 0.0 0.307
H -10.48027 29.62541 -1.17885 0.4 0.1 -0.5 0.304

---

58
Properties=species:S:1:pos:R:3:forces:R:3:nbo_charge:R:1 method="wB97M-V/def2-TZVPD" homo_lumo_gap_ev=3.400 molar_mass_g_mol=530.53 total_charge=+2
C 5.77477 -1.34492 -0.27883 -0.5 0.2 0.5 -0.614
C 4.60456 -1.19617 0.71777 0.7 0.2 -0.1 -0.403
C 4.63337 0.11199 1.50788 -0.8 -0.4 0.2 -0.389
C 3.77971 1.21980 0.90533 1.0 0.1 -0.2 -0.393
C 4.09891 1.55331 -0.56178 -0.7 0.3 0.1 -0.407
C 2.94254 1.27702 -1.52080 0.4 0.2 0.0 -0.406
C 1.78234 2.26619 -1.37482 0.1 -0.5 0.6 -0.387
C 0.64336 1.81227 -0.45762 -0.8 0.2 -0.3 -0.426
C 0.18086 0.39107 -0.77314 0.2 -0.1 0.5 -0.602
P -1.68920 0.28038 -0.72500 0.8 0.5 -2.4 0.868
C -1.61633 -0.25058 1.20229 0.1 -0.7 3.4 -0.529
C -2.78416 0.23604 2.02455 0.0 1.8 -2.5 -0.451
C -4.21475 0.14667 1.54514 1.0 -0.3 -0.3 -0.342
C -4.62196 -1.13712 0.84858 -0.4 -0.4 0.9 -0.259
N -3.91555 -2.27371 1.43743 -0.4 0.0 -0.8 -0.674
C -3.19784 -3.05056 0.46486 0.5 -0.4 -0.3 0.550
N -1.99989 -3.33714 0.72864 0.2 0.1 0.1 -0.645
N -3.82926 -3.47687 -0.72808 -0.3 0.5 0.6 -0.866
C -1.90278 0.93304 -2.58955 -0.1 1.0 0.3 -0.695
C -2.65228 2.22702 -2.52656 -3.6 0.0 -0.4 0.833
O -3.87099 2.31260 -2.61826 3.4 0.0 0.5 -0.494
F -1.88354 3.29472 -2.29012 -0.1 -0.3 0.0 -0.308
H 5.43109 -1.53867 -1.28215 0.0 -0.2 -0.4 0.207
H 6.43103 -2.13066 0.05986 0.2 -0.3 -0.2 0.224
H 6.36112 -0.43945 -0.28966 0.3 0.3 -0.1 0.204
H 4.68371 -2.01118 1.42157 -0.2 -0.3 0.2 0.215
H 3.64677 -1.29730 0.21872 -0.3 -0.1 -0.2 0.171
H 4.21725 -0.09196 2.48981 0.0 0.0 0.3 0.201
H 5.64682 0.43440 1.69425 0.4 0.2 -0.2 0.214
H 3.94905 2.11349 1.49383 -0.3 0.2 0.3 0.218
H 2.74002 0.93093 1.00874 -0.4 -0.1 0.0 0.157
H 4.30792 2.61515 -0.63111 0.2 0.3 -0.1 0.209
H 4.97822 1.04643 -0.92503 0.3 -0.2 0.0 0.228
H 2.64825 0.23705 -1.39247 -0.2 -0.2 -0.1 0.182
H 3.32587 1.37176 -2.52740 0.1 -0.1 -0.4 0.230
H 2.17352 3.17157 -0.93177 0.1 0.4 -0.1 0.236
H 1.36287 2.52859 -2.33750 -0.1 0.0 -0.3 0.212
H 0.86881 1.92633 0.59091 0.2 -0.1 0.3 0.229
H -0.19181 2.48837 -0.64792 -0.1 0.3 0.0 0.213
H 0.52804 0.10929 -1.75688 -0.5 -0.2 -0.5 0.274
H 0.57878 -0.35598 -0.10203 0.1 -0.2 0.3 0.256
H -2.21768 -0.96299 -1.10901 -0.3 0.0 0.5 0.092
H -2.50320 1.37138 -0.32847 -0.1 -0.3 0.3 0.059
H -0.72322 0.21687 1.59824 0.3 0.4 -0.2 0.254
H -1.44147 -1.32439 1.26846 -0.2 -0.4 -0.7 0.315
H -2.65444 -0.31843 3.01085 0.3 -0.9 0.8 0.306
H -2.59416 1.28700 2.23375 0.2 0.5 -0.2 0.248
H -4.51524 1.01615 0.97139 -0.1 0.4 0.2 0.273
H -4.80979 0.18386 2.50684 -1.4 0.1 0.5 0.155
H -5.69238 -1.25413 0.95930 -0.3 0.0 0.0 0.242
H -4.47382 -1.03262 -0.21749 0.3 0.1 -0.3 0.218
H -4.60192 -2.90888 1.82570 0.0 -0.1 0.4 0.405
H -1.59695 -3.88221 -0.02915 0.1 -0.1 0.0 0.367
H -4.70600 -3.01503 -0.91870 -0.2 -0.1 0.0 0.377
H -3.99004 -4.47348 -0.70970 0.2 -0.3 -0.3 0.418
H -0.94327 1.10489 -3.05463 0.3 -0.3 0.0 0.270
H -2.52901 0.23006 -3.11232 0.0 -0.4 -0.2 0.279
Pt -3.95664 0.65870 4.01328 0.3 -0.5 -0.1 0.680

---

17
Properties=species:S:1:pos:R:3:forces:R:3:nbo_charge:R:1 method="wB97M-V/def2-TZVPD" relative_energy_kj_mol=409.2 homo_lumo_gap_ev=9.552 molar_mass_g_mol=96.15 total_charge=+1
C -3.15336 -0.68695 0.24149 1.8 1.4 -1.4 -0.157
C -3.45270 0.59935 0.32331 -1.4 0.8 1.6 -0.143
C 0.19706 0.04033 -0.95718 0.0 -0.9 0.4 0.128
C -2.08114 0.28008 0.24930 -1.5 -0.4 0.2 -0.121
C 2.11482 1.14044 -0.27332 1.8 0.7 0.9 -0.439
C 1.47081 -1.06890 0.66794 -2.7 -3.5 -0.8 -0.441
N 1.22801 0.02225 -0.24199 0.6 -0.2 0.7 -0.261
H -3.34651 -1.66322 -0.10916 -0.5 -1.0 0.5 0.249
H -4.32595 1.28475 0.56021 1.5 -0.7 -0.8 0.271
H -0.39638 -0.83452 -0.84586 -0.7 -0.1 -1.0 0.241
H 0.20990 0.88593 -1.58019 -1.3 0.6 -1.2 0.228
H 2.79333 1.06459 -1.12447 -0.1 0.1 0.0 0.241
H 1.60372 2.10889 -0.23749 0.0 -0.4 -0.2 0.245
H 2.72500 1.03832 0.62751 0.1 0.5 -0.2 0.233
H 1.82815 -2.04472 0.12594 -0.6 2.0 0.8 0.250
H 2.14874 -0.85006 1.42178 1.2 0.7 1.2 0.237
H 0.43651 -1.31656 1.15219 1.9 0.3 -0.7 0.240